Record 1
Below is C17H21N3O3 as an isolated structure in a non-equilibrium geometry, with properties calculated with wB97M-V/def2-TZVPD.

```
44
C17H21N3O3 (wB97M-V/def2-TZVPD)
C -8.2478 -0.6087 -0.0342
C -6.6650 -0.3906 -0.1034
C -5.7836 -1.3334 -0.4126
C -4.5212 -1.2636 -0.3818
C -4.0328 -0.1559 -0.1873
C -4.9818 0.9845 0.3051
C -6.3807 0.7384 0.3864
H -6.9821 1.7049 0.3202
H -4.5675 2.0630 0.4033
C -2.5869 0.1789 -0.0173
N -2.1049 1.5613 0.2998
O -0.8151 1.2129 0.0857
C -0.5532 -0.3536 -0.2662
N -1.6984 -0.6783 -0.2462
C 0.7518 -0.7987 -0.4603
H 0.5329 -1.8707 -0.4249
H 1.2868 -0.4721 -1.1362
C 1.6094 -0.6569 0.9907
C 2.3877 0.8996 0.8853
C 3.2751 0.9780 -0.0477
O 2.9299 1.3140 -1.3635
N 4.4718 0.6938 0.2612
C 5.1178 0.0783 1.3449
H 4.2980 -0.1249 2.2247
C 5.7116 -1.2312 0.6600
O 6.7783 -1.2518 -0.1063
C 6.1728 -0.8543 -1.2576
H 7.0227 -0.4339 -1.9986
C 5.5116 0.6779 -0.8285
H 5.1488 1.1085 -1.7482
H 6.4054 1.4822 -0.6394
H 5.3383 -1.3302 -1.8056
H 6.2374 -1.8220 1.7806
H 4.8819 -2.1888 0.5282
H 5.8932 0.5273 1.6970
H 1.5507 1.7411 0.8032
H 2.7493 0.9968 1.7542
H 2.4270 -1.3460 1.1621
H 1.0299 -0.7134 1.8266
H -4.0104 -1.9086 -0.4836
H -6.2610 -2.4739 -0.4760
H -8.7495 -1.0305 1.0407
H -8.6778 -1.2921 -0.9223
H -8.8864 0.1910 -0.1714
```

Properties
* frontier orbital gap: 8.17 eV
* LUMO energy: 0.0089 Ha
* F_max: 19.52 eV/A
* E_tot: -1049.6985 Eh
* charge: 0
* HOMO energy: -7.9 eV
* multiplicity: 1
* ΔE to the lowest compared entry with this formula, charge and spin: 500.6 kcal/mol

Record 2
Below is a 5-piece molecular cluster, C6H24N2O4 overall in a non-equilibrium geometry, with properties calculated with wB97M-V/def2-TZVPD.

```
36
C6H24N2O4 (wB97M-V/def2-TZVPD)
C -0.7645 0.2055 -3.0165
C 0.1744 1.1461 -2.2981
C 1.5529 0.5148 -1.9938
C 1.8823 -0.2722 -0.6731
N 1.3593 -1.6970 -0.7751
C 1.2547 0.4881 0.5147
N 1.3213 -0.0848 1.8355
C 2.6689 -0.4460 2.3724
H -0.9472 -0.6524 -2.2714
H -0.2971 -0.2648 -3.8918
H -1.8610 0.7068 -3.1593
H 0.3889 1.9939 -2.9593
H -0.1718 1.6661 -1.4100
H 2.2951 1.3518 -1.8653
H 2.0027 -0.0042 -2.8404
H 3.0073 -0.4038 -0.5986
H 1.7348 -2.3052 -0.0512
H 0.3370 -1.6588 -0.6518
H 1.6911 1.5525 0.4161
H 0.1723 0.5959 0.3722
H 0.6829 -0.8709 2.0190
H 3.2093 -1.1964 1.7812
H 3.1263 0.5017 2.4029
H 2.4691 -0.8205 3.3556
O -2.8183 2.3803 1.4792
H -3.1396 1.4951 1.2054
H -2.0629 2.5046 0.9069
O -2.0452 -2.0746 1.5795
H -2.5685 -2.8099 1.8383
H -2.0577 -2.0779 0.6169
O -0.9551 1.9594 3.3998
H -1.3755 2.2921 2.5764
H -0.2211 1.3715 2.9159
O -3.0475 -1.7049 -0.8619
H -3.4647 -0.9106 -1.1758
H -3.5330 -2.4714 -1.0944
```

Properties
* frontier orbital gap: 8.66 eV
* SMILES: CCC[C@H](N)CNC.O.O.O.O
* LUMO energy: -0.0008 Ha
* F_max: 4.05 eV/A
* E_tot: -653.4001 Eh
* charge: 0
* HOMO energy: -8.7 eV
* multiplicity: 1
* ΔE to the lowest compared entry with this formula, charge and spin: 44.7 kcal/mol

Record 3
Below is C3H4FeLiO4 as an isolated structure in a non-equilibrium geometry, with properties calculated with wB97M-V/def2-TZVPD.

```
13
C3H4FeLiO4 (wB97M-V/def2-TZVPD)
H -4.1975 2.2543 1.2688
C -3.4580 1.5476 0.8864
C -3.3830 0.1645 1.3351
O -3.9505 0.5380 0.0665
H -2.4350 -0.3704 1.2674
H -4.0983 -0.1939 2.0785
O -2.3475 2.2598 0.4296
H -1.5615 3.4368 0.9662
O -3.2258 3.8373 -1.4551
C -2.3364 3.5186 -0.7169
Li -3.5926 5.4994 -2.3240
Fe -4.5853 7.1135 -4.3691
O -1.6314 4.2443 0.0442
```

Properties
* frontier orbital gap (alpha / beta): 8.27 / 7.37 eV
* expectation value of S²: 6.01
* LUMO energy (alpha / beta): -0.1591 / -0.1738 Ha
* F_max: 6.04 eV/A
* E_tot: -1688.4847 Eh
* charge: +1
* HOMO energy (alpha / beta): -12.6 / -12.1 eV
* multiplicity: 5
* ΔE to the lowest compared entry with this formula, charge and spin: 50.0 kcal/mol

Question: Which value of charge does entry 1 give?
Answer: 0